9 unconnected molecules or ions with the total composition H18O9 at a distorted geometry, computed with ωB97M-V/def2-TZVPD.

```
! RIJCOSX wB97M-V def2-TZVPD def2/J DEFGRID3
* xyz 0 1
O 2.50 0.68 1.67
H 1.76 0.26 1.17
H 2.22 1.60 1.91
O 1.14 2.96 2.27
H 1.27 3.64 2.87
H 0.86 3.47 1.53
O 0.28 3.48 -0.62
H 1.09 4.01 -0.69
H -0.06 3.19 -1.46
O 0.03 0.44 0.36
H -0.44 1.17 0.74
H -0.50 -0.27 -0.05
O -2.09 -3.47 -0.37
H -1.98 -3.63 0.57
H -1.36 -2.88 -0.54
O -1.71 -0.84 -1.99
H -1.21 -1.62 -2.04
H -2.59 -1.16 -1.95
O 0.45 -2.72 -0.59
H 1.18 -2.08 -0.70
H 0.90 -3.43 -1.05
O -0.80 -1.88 2.55
H -1.12 -2.79 2.59
H 0.11 -1.88 2.41
O -0.02 1.67 -2.72
H -0.20 0.81 -2.32
H 0.30 1.30 -3.52
*
```

## Properties
energy above the lowest of the compared OMol25 structures with the same formula, charge and spin = 63.6 kcal/mol
LUMO = -0.0079 eV
orbital gap = 9.771 eV
largest force on an atom = 0.060 Eh/bohr


C21H26N2O5S in the gas phase, computed with ωB97M-V/def2-TZVPD.

```
! RIJCOSX wB97M-V def2-TZVPD def2/J DEFGRID3
* xyz 0 1
C 1.03 4.02 -4.78
O 1.47 2.68 -4.79
C 2.20 2.23 -3.72
C 2.48 3.00 -2.60
C 3.20 2.51 -1.53
C 3.68 1.21 -1.55
C 4.41 0.64 -0.37
C 3.45 0.14 0.72
O 3.62 0.37 1.89
N 2.42 -0.59 0.21
C 1.37 -1.21 0.87
C 1.29 -1.29 2.26
C 0.23 -1.93 2.86
C -0.76 -2.50 2.08
S -2.18 -3.26 2.86
O -2.80 -4.16 1.93
O -1.81 -3.74 4.15
N -3.25 -2.00 3.08
C -2.86 -1.02 4.07
C -4.09 -0.21 4.50
C -4.73 0.44 3.27
C -5.06 -0.63 2.24
C -3.81 -1.42 1.88
C -0.70 -2.44 0.70
C 0.37 -1.80 0.09
C 3.41 0.43 -2.66
C 2.68 0.90 -3.75
O 2.51 -0.02 -4.74
C 2.03 0.35 -6.02
H 0.51 4.15 -5.73
H 0.33 4.21 -3.96
H 1.87 4.72 -4.73
H 2.13 4.02 -2.55
H 3.39 3.14 -0.68
H 5.06 1.39 0.09
H 5.02 -0.21 -0.67
H 2.38 -0.64 -0.81
H 2.07 -0.84 2.86
H 0.16 -2.02 3.93
H -2.44 -1.57 4.91
H -2.09 -0.33 3.67
H -4.81 -0.89 4.96
H -3.80 0.54 5.23
H -5.63 0.98 3.56
H -4.03 1.16 2.84
H -5.80 -1.32 2.65
H -5.48 -0.18 1.34
H -4.04 -2.25 1.22
H -3.08 -0.76 1.39
H -1.48 -2.91 0.12
H 0.43 -1.75 -0.98
H 3.78 -0.59 -2.74
H 2.13 -0.55 -6.62
H 0.99 0.66 -5.98
H 2.64 1.15 -6.45
*
```

## Properties
energy above the lowest of the compared OMol25 structures with the same formula, charge and spin = 66.9 kcal/mol
LUMO = 0.4751 eV
orbital gap = 8.940 eV
largest force on an atom = 0.019 Eh/bohr


A molecular structure, C16H14N3O5Pb, computed with ωB97M-V/def2-TZVPD.

```
! RIJCOSX wB97M-V def2-TZVPD def2/J DEFGRID3
* xyz 1 1
Pb -1.69 -0.74 -0.24
O 0.61 -0.44 -4.23
C 0.20 -0.47 -2.99
O -0.92 -0.82 -2.65
C 1.28 -0.06 -2.02
O 0.81 -0.14 -0.69
C 1.04 1.05 0.10
C -0.18 1.97 0.11
O -0.03 3.16 0.20
O -1.34 1.34 0.09
H -0.11 -0.72 -4.83
H 2.14 -0.73 -2.16
H 1.60 0.95 -2.28
H 1.24 0.71 1.11
H 1.91 1.58 -0.27
N 0.33 -2.30 6.87
C 1.21 -2.69 7.86
C 1.07 -2.81 9.24
C 2.18 -3.25 9.93
C 3.39 -3.56 9.27
C 3.52 -3.44 7.91
C 2.40 -3.00 7.19
N 2.25 -2.79 5.83
C 1.02 -2.38 5.68
C 0.46 -2.04 4.38
C -0.87 -1.64 4.19
C -1.30 -1.33 2.92
N -0.50 -1.41 1.84
C 0.77 -1.80 2.02
C 1.28 -2.12 3.25
H -0.61 -1.98 7.01
H 0.15 -2.58 9.75
H 2.13 -3.36 11.00
H 4.23 -3.89 9.86
H 4.44 -3.67 7.39
H -1.57 -1.56 5.01
H -2.32 -1.02 2.75
H 1.38 -1.86 1.13
H 2.31 -2.44 3.37
*
```

## Properties
LUMO = -3.4964 eV
orbital gap = 7.440 eV
largest force on an atom = 0.002 Eh/bohr


A molecular structure, C4H8NS at a distorted geometry, computed with ωB97M-V/def2-TZVPD.

```
! RIJCOSX wB97M-V def2-TZVPD def2/J DEFGRID3
* xyz 1 1
C -0.78 -0.65 -1.27
C -1.11 0.65 -1.12
C 0.12 -0.80 -0.22
C -0.71 1.30 1.64
N 1.63 -1.23 -0.26
S 0.14 1.13 0.07
H -1.01 -1.40 -1.97
H -1.59 1.32 -1.82
H -0.16 1.95 2.24
H -0.64 0.37 2.13
H -1.71 1.63 1.41
H 2.14 -0.78 0.42
H 1.95 -1.29 -1.25
H 1.73 -2.22 0.02
*
```

## Properties
energy above the lowest of the compared OMol25 structures with the same formula, charge and spin = 82.3 kcal/mol
LUMO = -3.8905 eV
orbital gap = 8.040 eV
largest force on an atom = 0.106 Eh/bohr


2 unconnected molecules or ions with the total composition CH4Br2Si at a distorted geometry, computed with ωB97M-V/def2-TZVPD.

```
! RIJCOSX wB97M-V def2-TZVPD def2/J DEFGRID3
* xyz 0 1
C 0.31 -0.47 0.62
Si -0.62 1.13 0.22
Br -0.25 2.88 1.47
Br 0.66 -2.63 -3.35
H 1.17 -0.17 1.15
H -0.26 -1.29 1.17
H 0.58 -0.78 -0.42
H -1.59 1.34 -0.88
*
```

## Properties
energy above the lowest of the compared OMol25 structures with the same formula, charge and spin = 90.2 kcal/mol
LUMO (alpha / beta) = -0.5115 / -3.7876 eV
orbital gap (alpha / beta) = 10.347 / 2.711 eV
largest force on an atom = 0.042 Eh/bohr


A molecular structure, C21H23F6N4O6S4W, computed with ωB97M-V/def2-TZVPD.

```
! RIJCOSX wB97M-V def2-TZVPD def2/J DEFGRID3
* xyz 1 3
W 0.54 0.28 1.01
C -0.78 2.03 1.65
C 0.29 2.56 0.87
C 1.50 2.39 1.61
C 1.21 1.71 2.83
C -0.19 1.49 2.85
C -0.95 0.90 4.00
C 2.16 1.44 3.95
C 2.83 2.93 1.20
C 0.17 3.28 -0.44
C -2.23 2.09 1.34
H -1.91 0.49 3.68
H -1.16 1.68 4.73
H -0.38 0.13 4.51
H 2.19 2.31 4.61
H 3.17 1.25 3.59
H 1.84 0.59 4.54
H 2.88 3.98 1.49
H 2.96 2.88 0.12
H 3.65 2.41 1.68
H 0.11 4.35 -0.27
H -0.73 2.97 -0.97
H 1.01 3.07 -1.09
H -2.75 1.19 1.66
H -2.40 2.21 0.27
H -2.69 2.94 1.85
F 4.98 1.46 -0.61
C 5.00 0.14 -0.60
F 6.10 -0.29 -0.02
F 4.90 -0.33 -1.82
S 3.57 -0.44 0.44
O 2.37 0.29 -0.10
O 3.87 -0.09 1.79
N 3.49 -1.94 0.10
S 2.39 -2.74 0.90
O 2.85 -3.47 2.02
O 1.23 -1.85 1.16
C 1.81 -4.00 -0.36
F 2.18 -3.67 -1.57
F 2.34 -5.16 -0.03
F 0.49 -4.09 -0.28
N -5.09 -0.96 -5.50
C -3.99 -0.85 -4.72
C -3.35 -1.99 -4.22
C -2.24 -1.88 -3.42
C -1.74 -0.62 -3.10
C -2.36 0.53 -3.59
C -3.47 0.42 -4.39
S -0.34 -0.47 -2.09
O 0.35 0.76 -2.35
O 0.38 -1.71 -2.08
N -0.90 -0.20 -0.54
C -1.46 -1.16 0.23
S -2.33 -2.60 -0.05
C -2.24 -2.95 1.65
C -1.58 -1.99 2.32
N -1.17 -0.94 1.51
H -5.44 -1.85 -5.79
H -5.52 -0.14 -5.91
H -3.73 -2.97 -4.48
H -1.72 -2.77 -3.08
H -1.94 1.50 -3.36
H -3.94 1.31 -4.79
H -2.70 -3.83 2.06
H -1.39 -1.97 3.38
*
```

## Properties
energy above the lowest of the compared OMol25 structures with the same formula, charge and spin = 9.1 kcal/mol
LUMO (alpha / beta) = -2.7606 / -4.0807 eV
orbital gap (alpha / beta) = 8.058 / 6.766 eV
largest force on an atom = 0.013 Eh/bohr